C66H165BCd2F4N11O8S2 | ωB97M-V/def2-TZVPD

Positions of all 259 atoms, in Å:
Cd (0.03, 0.49, -3.77)
Cd (-1.24, 0.05, 1.21)
S (-0.61, 0.24, -1.30)
O (-0.48, 1.14, -0.15)
O (0.62, -0.07, -1.96)
O (-1.24, -0.85, -0.55)
O (-1.35, 0.73, -2.44)
S (1.21, 2.02, -5.49)
O (1.42, 1.46, -6.78)
O (1.73, 1.16, -4.45)
O (1.70, 3.39, -5.33)
O (-0.19, 1.84, -5.08)
B (-0.04, -0.61, 2.96)
F (0.67, -0.64, 1.81)
F (0.65, -1.05, 4.11)
F (-0.52, 0.65, 3.16)
F (-1.14, -1.34, 2.63)
C (-6.18, -6.29, 1.18)
C (-5.36, -6.14, 2.49)
N (-4.36, -5.06, 2.51)
C (-3.80, -4.69, 3.78)
C (-4.90, -4.11, 4.66)
C (-3.41, -5.03, 1.41)
C (-2.56, -6.26, 1.27)
H (-6.79, -5.42, 0.93)
H (-6.93, -7.05, 1.37)
H (-5.58, -6.58, 0.31)
H (-6.04, -6.00, 3.33)
H (-4.90, -7.10, 2.75)
H (-3.28, -5.57, 4.15)
H (-3.03, -3.94, 3.64)
H (-5.53, -3.36, 4.19)
H (-5.58, -4.84, 5.09)
H (-4.47, -3.62, 5.54)
H (-2.71, -4.20, 1.53)
H (-3.90, -4.83, 0.46)
H (-1.75, -6.07, 0.57)
H (-3.04, -7.22, 1.08)
H (-1.96, -6.46, 2.16)
C (5.66, -6.94, -0.26)
C (6.75, -6.69, -1.28)
N (6.29, -5.84, -2.40)
C (5.83, -4.56, -1.97)
C (5.22, -3.68, -3.08)
C (7.44, -5.67, -3.29)
C (7.61, -6.95, -4.17)
H (5.88, -7.88, 0.25)
H (4.68, -6.97, -0.74)
H (5.71, -6.16, 0.50)
H (7.63, -6.28, -0.81)
H (6.93, -7.67, -1.73)
H (4.99, -4.74, -1.30)
H (6.60, -4.05, -1.38)
H (5.96, -3.15, -3.68)
H (4.61, -4.28, -3.75)
H (4.53, -2.95, -2.66)
H (8.31, -5.36, -2.72)
H (7.32, -4.85, -4.00)
H (7.88, -7.79, -3.52)
H (8.45, -6.78, -4.85)
H (6.67, -7.15, -4.68)
C (-6.31, -0.31, -2.97)
C (-5.88, -1.29, -1.92)
N (-6.15, -2.70, -2.33)
C (-5.29, -3.69, -1.60)
C (-3.92, -3.73, -2.20)
C (-7.57, -2.98, -2.11)
C (-8.04, -4.11, -3.04)
H (-5.65, -0.38, -3.83)
H (-6.16, 0.68, -2.55)
H (-7.33, -0.43, -3.36)
H (-4.80, -1.18, -1.77)
H (-6.28, -1.16, -0.92)
H (-5.13, -3.27, -0.61)
H (-5.74, -4.68, -1.51)
H (-3.92, -3.87, -3.28)
H (-3.36, -2.86, -1.85)
H (-3.43, -4.59, -1.75)
H (-8.18, -2.09, -2.27)
H (-7.77, -3.27, -1.08)
H (-7.45, -5.00, -2.81)
H (-7.82, -3.79, -4.06)
H (-9.10, -4.36, -2.94)
C (0.93, 4.02, 4.28)
C (1.54, 5.32, 4.67)
N (2.99, 5.38, 5.03)
C (3.92, 4.96, 4.01)
C (3.79, 5.80, 2.74)
C (3.24, 4.68, 6.22)
C (4.55, 5.03, 6.92)
H (1.22, 3.23, 4.98)
H (1.15, 3.69, 3.27)
H (-0.15, 4.15, 4.26)
H (1.19, 6.03, 3.92)
H (0.98, 5.61, 5.56)
H (3.70, 3.90, 3.86)
H (4.95, 5.01, 4.38)
H (4.13, 6.83, 2.88)
H (2.80, 5.96, 2.30)
H (4.43, 5.38, 1.97)
H (2.52, 5.05, 6.94)
H (3.16, 3.59, 6.16)
H (5.38, 4.55, 6.39)
H (4.75, 6.10, 6.96)
H (4.48, 4.59, 7.91)
C (4.44, -1.31, 6.41)
C (3.82, -1.20, 5.04)
N (4.60, -0.35, 4.14)
C (4.54, 1.04, 4.55)
C (5.77, 1.77, 4.04)
C (4.08, -0.49, 2.75)
C (4.61, -1.72, 2.03)
H (3.80, -1.85, 7.11)
H (4.56, -0.40, 6.99)
H (5.44, -1.76, 6.34)
H (3.73, -2.17, 4.54)
H (2.81, -0.82, 5.15)
H (3.56, 1.48, 4.35)
H (4.57, 1.10, 5.64)
H (6.72, 1.38, 4.40)
H (5.83, 1.82, 2.96)
H (5.72, 2.82, 4.34)
H (4.30, 0.39, 2.16)
H (2.99, -0.45, 2.81)
H (4.31, -1.62, 0.98)
H (4.16, -2.66, 2.34)
H (5.69, -1.80, 1.95)
C (-4.91, 1.89, 0.02)
C (-3.48, 1.37, 0.15)
N (-3.06, 0.93, 1.48)
C (-3.93, -0.09, 2.16)
C (-3.89, -1.44, 1.45)
C (-3.06, 2.12, 2.42)
C (-2.13, 3.26, 2.04)
H (-5.23, 2.59, 0.80)
H (-5.54, 1.02, 0.18)
H (-5.01, 2.35, -0.97)
H (-3.39, 0.48, -0.47)
H (-2.79, 2.08, -0.29)
H (-3.50, -0.18, 3.16)
H (-4.95, 0.26, 2.30)
H (-4.43, -1.48, 0.50)
H (-2.85, -1.74, 1.31)
H (-4.48, -2.12, 2.06)
H (-2.70, 1.82, 3.41)
H (-4.09, 2.45, 2.58)
H (-2.18, 3.91, 2.92)
H (-2.45, 3.73, 1.11)
H (-1.07, 3.03, 2.03)
C (2.00, -2.06, -4.11)
C (0.91, -1.77, -5.21)
N (-0.44, -1.33, -4.69)
C (-1.32, -1.15, -5.83)
C (-2.70, -0.56, -5.44)
C (-0.88, -2.31, -3.64)
C (-1.08, -3.78, -4.12)
H (2.08, -1.35, -3.28)
H (2.99, -2.05, -4.56)
H (1.89, -3.04, -3.64)
H (1.40, -1.06, -5.88)
H (0.81, -2.63, -5.86)
H (-0.88, -0.46, -6.55)
H (-1.46, -2.08, -6.37)
H (-3.25, -0.33, -6.35)
H (-3.28, -1.33, -4.93)
H (-2.53, 0.33, -4.85)
H (-1.79, -1.97, -3.14)
H (-0.21, -2.33, -2.78)
H (-1.37, -4.36, -3.25)
H (-0.17, -4.21, -4.56)
H (-1.80, -3.79, -4.94)
C (5.25, 0.14, -1.12)
C (4.25, 1.07, -1.82)
N (4.40, 2.47, -1.43)
C (3.51, 3.33, -2.25)
C (3.85, 4.83, -2.24)
C (4.20, 2.79, -0.02)
C (2.81, 2.62, 0.53)
H (5.26, 0.08, -0.04)
H (6.19, 0.53, -1.51)
H (5.16, -0.89, -1.49)
H (4.36, 1.00, -2.90)
H (3.22, 0.77, -1.62)
H (2.44, 3.16, -2.08)
H (3.54, 3.03, -3.30)
H (3.68, 5.22, -1.23)
H (3.21, 5.35, -2.94)
H (4.90, 5.05, -2.46)
H (4.84, 2.09, 0.51)
H (4.61, 3.77, 0.21)
H (2.29, 1.71, 0.22)
H (2.93, 2.62, 1.61)
H (2.17, 3.46, 0.26)
C (-4.25, 5.93, 0.08)
C (-2.90, 6.63, 0.10)
N (-2.51, 6.94, 1.49)
C (-1.18, 7.55, 1.62)
C (-0.05, 6.50, 1.27)
C (-3.45, 7.70, 2.31)
C (-3.74, 9.14, 1.84)
H (-4.29, 5.17, 0.86)
H (-4.35, 5.51, -0.92)
H (-5.09, 6.61, 0.25)
H (-2.19, 5.94, -0.36)
H (-2.88, 7.49, -0.57)
H (-1.10, 8.52, 1.14)
H (-0.96, 7.79, 2.67)
H (0.93, 6.90, 1.54)
H (-0.23, 5.53, 1.73)
H (-0.10, 6.39, 0.19)
H (-3.06, 7.70, 3.33)
H (-4.36, 7.10, 2.33)
H (-4.40, 9.60, 2.58)
H (-4.11, 9.17, 0.82)
H (-2.83, 9.73, 1.75)
C (1.16, -4.07, 2.90)
C (1.75, -5.07, 1.93)
N (0.95, -5.22, 0.71)
C (1.40, -6.28, -0.18)
C (1.05, -7.68, 0.40)
C (0.68, -3.96, 0.00)
C (1.98, -3.20, -0.43)
H (0.13, -4.32, 3.17)
H (1.09, -3.08, 2.46)
H (1.79, -3.97, 3.79)
H (2.78, -4.78, 1.72)
H (1.74, -6.04, 2.42)
H (0.86, -6.22, -1.12)
H (2.48, -6.23, -0.36)
H (0.01, -7.85, 0.68)
H (1.19, -8.40, -0.41)
H (1.71, -7.90, 1.24)
H (0.01, -3.34, 0.60)
H (0.08, -4.24, -0.87)
H (2.61, -3.82, -1.07)
H (2.53, -2.80, 0.42)
H (1.66, -2.33, -1.00)
C (-0.19, 4.19, -1.68)
C (-0.77, 5.10, -2.79)
N (-2.22, 4.95, -3.13)
C (-2.66, 5.96, -4.14)
C (-2.19, 7.41, -3.88)
C (-2.57, 3.58, -3.51)
C (-4.08, 3.52, -3.58)
H (-0.87, 4.02, -0.85)
H (0.71, 4.66, -1.29)
H (0.10, 3.25, -2.17)
H (-0.64, 6.12, -2.43)
H (-0.14, 5.01, -3.67)
H (-2.33, 5.52, -5.09)
H (-3.75, 6.01, -4.19)
H (-2.76, 8.12, -4.49)
H (-2.35, 7.64, -2.83)
H (-1.15, 7.57, -4.16)
H (-2.32, 2.85, -2.73)
H (-2.17, 3.26, -4.47)
H (-4.41, 2.48, -3.65)
H (-4.70, 3.98, -4.35)
H (-4.44, 3.87, -2.61)

Results
**E_LUMO**: 1.8 eV
**Highest occupied orbital energy**: -5.295 eV
**F_max**: 8.4 eV/Å
**Net charge**: -1
**Kohn-Sham gap**: 7.14 eV